A cluster of 5 separate species, C20H34BNO12 in total, computed with the ωB97M-V functional and the def2-TZVPD basis.

```
68
Properties=species:S:1:pos:R:3:mulliken_charge:R:1
C -2.530 0.793 5.592 -1.21
C -1.851 -0.567 5.326 0.10
N -0.418 -0.446 5.038 -0.29
C 0.059 -1.184 3.907 -0.42
O 0.163 -0.324 2.761 -0.35
C -0.315 -0.903 1.605 0.48
O 0.436 -1.202 0.714 -0.60
B -1.921 -1.072 1.492 0.77
O -2.745 0.013 1.520 -0.60
O -2.426 -2.342 1.366 -0.58
H -3.131 0.743 6.500 0.34
H -1.775 1.562 5.746 0.33
H -3.157 1.077 4.750 0.26
H -2.354 -1.032 4.474 0.01
H -2.015 -1.238 6.171 0.32
H 0.132 -0.682 5.851 0.29
H 1.048 -1.598 4.109 0.38
H -0.600 -2.033 3.690 0.16
H -2.702 0.602 0.758 0.32
H -1.983 -2.951 1.969 0.33
O -0.899 2.351 -0.831 -0.64
C -0.139 1.925 -1.657 0.49
C 1.046 1.006 -1.455 -0.23
C 1.815 1.153 -2.768 -0.69
C 0.700 1.485 -3.748 -0.10
O -0.281 2.212 -2.971 -0.46
H 0.664 -0.004 -1.305 0.14
H 1.620 1.306 -0.583 0.39
H 2.381 0.271 -3.060 0.35
H 2.507 1.993 -2.694 0.28
H 0.225 0.593 -4.146 0.12
H 1.027 2.114 -4.573 0.36
O 1.458 8.284 -2.889 -0.58
C 0.633 7.454 -2.639 0.50
C -0.500 7.541 -1.633 -0.41
C -0.929 6.083 -1.480 -0.49
C -0.566 5.506 -2.841 0.38
O 0.586 6.260 -3.273 -0.34
H -1.288 8.162 -2.062 0.24
H -0.150 7.990 -0.708 0.30
H -1.978 5.947 -1.228 0.38
H -0.334 5.599 -0.705 0.24
H -1.362 5.646 -3.576 0.20
H -0.305 4.455 -2.799 -0.42
O 2.577 -1.848 -4.919 -0.55
C 1.842 -1.744 -5.856 0.49
C 1.701 -2.672 -7.046 -0.49
C 0.936 -1.815 -8.053 -0.50
C 0.136 -0.895 -7.138 -0.50
O 0.960 -0.718 -5.971 -0.23
H 1.131 -3.547 -6.729 0.27
H 2.679 -2.986 -7.399 0.31
H 0.309 -2.382 -8.738 0.33
H 1.638 -1.227 -8.645 0.27
H -0.811 -1.340 -6.825 0.29
H -0.059 0.081 -7.575 0.33
O -0.925 -3.678 6.996 -0.57
C -0.207 -4.309 6.280 0.43
C 0.724 -5.447 6.651 -0.43
C 1.641 -5.544 5.432 -0.56
C 0.734 -5.042 4.315 -0.41
O -0.138 -4.083 4.942 -0.27
H 0.123 -6.346 6.790 0.27
H 1.252 -5.218 7.572 0.31
H 2.033 -6.541 5.245 0.35
H 2.486 -4.865 5.553 0.27
H 0.118 -5.838 3.890 0.28
H 1.275 -4.546 3.512 0.31
```

Values from the calculation:
- HOMO-LUMO gap (hartree) = 0.348
- HOMO level (eV) = -9.054
- maximum force (eV/A) = 1.0
- SMILES string = CCNCOC(=O)B(O)O.O=C1CCCO1.O=C1CCCO1.O=C1CCCO1.O=C1CCCO1
- molecular weight (Da) = 491.3
- net charge = 0

=====

A structure of composition C20H34Br4CoN4O6SeSi2Te, computed with the ωB97M-V functional and the def2-TZVPD basis.

```
73
Properties=species:S:1:pos:R:3:mulliken_charge:R:1
Co -2.468 1.296 0.759 0.26
Br -0.792 4.502 5.618 -0.25
C -1.190 2.982 4.557 0.21
C -1.944 1.940 5.060 0.30
Br -2.594 1.997 6.843 -0.24
C -2.239 0.830 4.264 0.01
Br -3.254 -0.641 4.894 -0.20
C -1.808 0.736 2.939 0.91
O -2.094 -0.215 2.096 -0.88
C -0.982 1.814 2.440 -0.14
O -0.596 1.675 1.179 -0.65
C -0.715 2.907 3.241 -0.21
Br 0.367 4.263 2.475 -0.23
C 1.372 -4.201 -0.230 -0.69
Si 1.839 -3.783 1.542 0.18
C 3.052 -5.095 2.153 -1.07
C 0.312 -3.833 2.624 -0.98
C 2.633 -2.094 1.588 -0.36
Te 1.084 -0.592 1.334 0.06
C 2.426 0.942 0.696 -0.85
Si 3.403 0.693 -0.880 0.60
C 2.892 -0.810 -1.886 -0.42
C 5.226 0.482 -0.439 -1.18
C 3.231 2.213 -1.971 -0.98
H 0.886 -5.178 -0.285 0.35
H 2.252 -4.223 -0.876 0.28
H 0.682 -3.454 -0.628 0.03
H 2.624 -6.097 2.071 0.28
H 3.314 -4.927 3.200 0.30
H 3.976 -5.074 1.570 0.29
H -0.149 -4.824 2.589 0.33
H -0.448 -3.107 2.323 0.34
H 0.560 -3.615 3.666 0.29
H 3.360 -2.011 0.777 -0.13
H 3.145 -1.905 2.533 0.48
H 3.105 1.147 1.527 0.81
H 1.750 1.799 0.622 0.18
H 3.292 -1.736 -1.468 0.22
H 3.257 -0.713 -2.911 0.43
H 1.807 -0.921 -1.910 -0.26
H 5.368 -0.366 0.235 0.30
H 5.608 1.373 0.065 0.29
H 5.832 0.311 -1.332 0.29
H 2.191 2.367 -2.267 0.18
H 3.824 2.108 -2.883 0.30
H 3.567 3.110 -1.446 0.30
O -3.144 3.210 0.442 -0.74
Se -4.660 2.725 0.999 1.19
O -4.757 2.887 2.602 -0.65
O -4.395 1.089 0.592 -0.71
O -5.882 3.372 0.160 -0.81
C -0.823 1.283 -1.741 -0.10
N -0.608 1.017 -3.167 0.24
C -0.886 -0.401 -3.409 -0.34
N -2.248 -0.787 -3.034 0.02
C -2.428 -0.481 -1.610 -0.68
N -2.194 0.944 -1.330 2.04
C -3.140 1.745 -2.143 -0.95
N -2.962 1.476 -3.572 0.05
C -1.582 1.800 -3.930 -0.68
C -3.176 0.050 -3.800 -0.67
H -0.649 2.336 -1.514 0.42
H -0.132 0.682 -1.145 -1.01
H -0.181 -1.005 -2.834 -0.08
H -0.740 -0.611 -4.474 0.41
H -1.726 -1.065 -1.011 -0.12
H -3.446 -0.719 -1.300 0.20
H -2.971 2.797 -1.918 0.27
H -4.150 1.488 -1.825 0.15
H -1.409 2.861 -3.737 0.39
H -1.432 1.601 -4.996 0.33
H -3.042 -0.166 -4.865 0.34
H -4.198 -0.203 -3.511 0.38
```

Values from the calculation:
- spin multiplicity = 2
- energy relative to the best compared isomer or geometry (same formula, charge and spin) (kJ/mol) = 72.5
- HOMO-LUMO gap (alpha / beta) (hartree) = 0.195 / 0.203
- HOMO level (alpha / beta) (eV) = -1.608 / -1.829
- maximum force (eV/A) = 0.6
- ⟨S²⟩ = 0.913
- molecular weight (Da) = 1067.8
- net charge = -2